Record 1
Formula: C57H53FN18O4PbS3
Source: the Open Molecules 2025 dataset
Level of theory: wB97M-V/def2-TZVPD

Output
HOMO-LUMO gap ... 6.2 eV
HOMO level ... -6.30 eV
Molar mass ... 1376.57 g mol⁻¹
Electronic energy ... -135454.8347 eV
Strongest force on any atom ... 1.054 eV/Å

Structure (ORCA input):
```
! RIJCOSX wB97M-V def2-TZVPD def2/J DEFGRID3
* xyz 0 1
Pb 0.10569 0.24452 -0.29779
C -5.29078 1.65693 -5.20218
C -3.96950 1.31702 -4.55863
C -2.99748 0.57432 -5.21902
C -1.81738 0.23754 -4.59100
C -1.50867 0.57393 -3.24871
N -0.37026 0.09273 -2.61901
C 0.37381 -0.90367 -3.24628
C -0.20275 -2.05308 -3.81408
C 0.54253 -3.04316 -4.42606
C 1.93226 -2.96631 -4.48462
C 2.76296 -4.05940 -5.10485
C 2.52799 -1.86221 -3.90002
C 1.78032 -0.85104 -3.30848
N 2.50947 0.28133 -2.81695
C 3.55744 0.88759 -3.42455
C 3.90916 1.97059 -2.65717
C 3.00108 1.95144 -1.58486
N 2.16594 0.92982 -1.69064
C -2.42265 1.49610 -2.67382
C -3.62726 1.79639 -3.31089
N -2.11255 2.30693 -1.52061
C -2.92043 3.21183 -0.92254
C -2.14277 4.01112 -0.12382
C -0.84597 3.50483 -0.28116
N -0.83250 2.47793 -1.11856
H -5.66321 0.81568 -5.78839
H -6.04086 1.91367 -4.45121
H -5.19784 2.51491 -5.87409
H -3.16498 0.25073 -6.24165
H -1.08363 -0.31679 -5.15620
H -1.28008 -2.14942 -3.76099
H 0.03251 -3.90013 -4.85601
H 2.14669 -4.71654 -5.71800
H 3.55506 -3.64978 -5.73427
H 3.23914 -4.67342 -4.33451
H 3.61073 -1.78385 -3.88984
H 3.94537 0.52582 -4.36208
H 4.70040 2.67745 -2.84403
H 2.89379 2.64599 -0.76498
H -4.31909 2.47615 -2.83002
H -3.98652 3.22216 -1.06217
H -2.46651 4.83659 0.48828
H 0.07523 3.83020 0.17725
N 4.83503 -1.39573 1.20566
C 5.09085 -0.50501 2.23027
C 6.25414 -0.17211 2.91684
C 6.12268 0.72661 3.95950
C 4.87117 1.26192 4.30758
C 3.72584 0.93625 3.60726
C 3.84495 0.05513 2.53330
N 2.87054 -0.46911 1.69766
C 3.48815 -1.33354 0.94544
C 2.82948 -2.29416 0.05211
C 3.37945 -3.46461 -0.36790
S 2.20265 -4.40928 -1.15885
C 1.05225 -3.16773 -0.91147
N 1.50261 -2.13244 -0.27886
H 5.50471 -1.98461 0.74766
H 7.21096 -0.60993 2.65965
H 6.99724 1.00320 4.53378
H 4.80231 1.93570 5.15346
H 2.75792 1.33461 3.88928
H 4.37818 -3.84237 -0.21426
H 0.02601 -3.26203 -1.23873
C -6.14283 1.43436 1.28577
C -5.56843 0.33231 2.16929
C -4.07200 0.38816 2.22769
N -3.31784 0.95963 1.36303
N -1.97109 0.85720 1.64045
C -1.72756 0.23359 2.75706
N -0.48956 0.15015 3.30932
S -3.16437 -0.35554 3.53940
H -7.23205 1.38419 1.29094
H -5.80014 1.30121 0.26084
H -5.83347 2.41985 1.63915
H -5.86998 -0.63828 1.76586
H -5.96432 0.39940 3.18458
H 0.28980 0.40504 2.71157
H -0.28431 -0.61959 3.92627
C 0.84256 4.46658 3.42689
C 0.48341 3.25536 2.86225
N 1.33601 2.51185 2.15002
C 2.57537 2.96136 1.99458
C 3.03000 4.17439 2.50401
C 2.13617 4.93277 3.24139
C 4.45016 4.55892 2.31439
C 5.06204 4.89558 1.18130
C 4.46997 5.11487 -0.15883
C 5.31343 5.34734 -1.23963
C 4.72991 5.60988 -2.46474
N 3.41089 5.62700 -2.64115
C 2.68814 5.36823 -1.55285
N 3.14258 5.12372 -0.32670
H 0.12351 5.03658 3.99974
H -0.52118 2.85604 2.97285
H 3.26053 2.32249 1.44280
H 2.44013 5.89226 3.64494
H 5.06384 4.49516 3.20932
H 6.13362 5.06211 1.22177
H 6.38965 5.33457 -1.12294
H 5.33677 5.82007 -3.33991
H 1.61008 5.35567 -1.67864
F -2.94937 -3.13446 -5.04985
C -3.62613 -2.49784 -4.08558
C -3.44245 -2.80604 -2.80391
N -4.11912 -2.17800 -1.78177
C -3.85415 -2.59911 -0.40986
C -2.36586 -2.46896 -0.06814
O -1.86768 -3.40401 0.59444
O -1.82074 -1.44330 -0.53584
C -4.99458 -1.14465 -2.03497
O -5.60251 -0.54301 -1.17018
N -5.15966 -0.86003 -3.37807
C -4.56447 -1.46265 -4.48554
O -4.83696 -1.13517 -5.61737
H -2.74046 -3.57643 -2.51019
H -4.17134 -3.63048 -0.26172
H -4.42531 -1.94338 0.24350
H -5.78330 -0.09265 -3.57861
C -2.54269 -5.88740 3.69379
C -1.58491 -5.01625 4.44293
C -1.48077 -4.96503 5.80130
C -0.60289 -4.00180 6.34650
N 0.20893 -3.26974 5.61144
C 0.22421 -3.44952 4.25621
S 1.31431 -2.74212 3.21422
N -0.77814 -4.22959 3.71202
C -0.57680 -3.75490 7.82684
H -2.97826 -6.63535 4.35230
H -2.03523 -6.38154 2.86538
H -3.34443 -5.27898 3.26839
H -2.08064 -5.60459 6.43267
H -0.92189 -4.13225 2.69298
H -1.05480 -4.56249 8.38045
H -1.10481 -2.82377 8.04513
H 0.45246 -3.63322 8.15886
*
```

---

Record 2
Formula: C57H58GeN7O5S2Sn
Source: the Open Molecules 2025 dataset
Level of theory: wB97M-V/def2-TZVPD

Output
HOMO-LUMO gap ... 6.3 eV
HOMO level ... -9.21 eV
Molar mass ... 1176.59 g mol⁻¹
Energy relative to the best compared isomer or geometry (same formula, charge and spin) ... 0.000 eV
Electronic energy ... -164733.6773 eV
Strongest force on any atom ... 1.653 eV/Å

Structure (ORCA input):
```
! RIJCOSX wB97M-V def2-TZVPD def2/J DEFGRID3
* xyz 1 1
Sn 1.58603 -0.54808 0.45829
C 3.65867 -3.12622 2.24608
O 3.28038 -2.56716 1.00706
C 3.69116 -3.18423 -0.13813
C 4.22209 -4.46700 -0.17616
C 4.60798 -5.03787 -1.37783
C 4.47831 -4.32915 -2.55919
C 3.96910 -3.04681 -2.53226
C 3.57221 -2.44869 -1.33571
N 3.07772 -1.14071 -1.28435
N 3.39707 -0.42995 -2.30262
C 3.21122 0.88006 -2.44303
C 2.88407 1.80448 -1.40197
O 2.39106 1.48253 -0.26737
C 3.18226 3.18755 -1.63076
C 3.54838 3.65834 -2.84607
C 3.67413 2.78581 -3.96061
C 3.94003 3.27805 -5.24802
C 4.04238 2.42373 -6.31700
C 3.91120 1.04860 -6.11565
C 3.66931 0.54439 -4.86052
C 3.53998 1.39490 -3.75385
H 4.74767 -3.18434 2.32531
H 3.20079 -4.10705 2.40338
H 3.28600 -2.44165 3.00367
H 4.34237 -5.03704 0.73162
H 5.01241 -6.03897 -1.38766
H 4.78802 -4.77062 -3.49424
H 3.86667 -2.47776 -3.44169
H 3.05562 3.86329 -0.79575
H 3.72708 4.71461 -2.99926
H 4.05707 4.34465 -5.38102
H 4.21830 2.81286 -7.30808
H 3.99523 0.38193 -6.96009
H 3.57098 -0.51838 -4.71208
S -0.16166 -2.35145 2.56362
C -1.39590 -3.04860 1.70132
N -2.64118 -3.10951 2.20395
C -3.72411 -3.61262 1.39123
C -3.23732 -4.84800 0.65361
N -2.05656 -4.50870 -0.10824
C -1.98048 -5.07503 -1.44428
C -3.01343 -4.42902 -2.33687
C -2.80845 -3.13866 -2.81498
C -3.74855 -2.54262 -3.63722
C -4.91287 -3.21420 -3.97331
C -5.12912 -4.49237 -3.48841
C -4.18192 -5.09865 -2.68014
C -1.14297 -3.65311 0.37985
S 0.25969 -3.31839 -0.44337
C -2.93668 -2.68755 3.55727
C -3.40834 -1.25795 3.65807
C -4.66760 -0.89098 3.20077
C -5.12897 0.40101 3.37753
C -4.33922 1.33806 4.02179
C -3.07760 0.98116 4.46377
C -2.60722 -0.30499 4.26972
H -4.04997 -2.85090 0.66981
H -4.56925 -3.86683 2.03243
H -4.00457 -5.20469 -0.03438
H -3.01741 -5.64527 1.37617
H -2.15583 -6.15246 -1.37406
H -0.97249 -4.89994 -1.82513
H -1.90051 -2.61296 -2.55585
H -3.56953 -1.55308 -4.03334
H -5.63801 -2.74897 -4.62504
H -6.03409 -5.02359 -3.74104
H -4.34952 -6.10997 -2.33497
H -2.02384 -2.80904 4.14400
H -3.70640 -3.35688 3.95489
H -5.30380 -1.62069 2.72240
H -6.11755 0.66756 3.03732
H -4.71468 2.33567 4.19417
H -2.46409 1.69939 4.98677
H -1.62059 -0.58080 4.60990
Ge 0.13411 3.12114 2.76877
C -0.77929 3.56868 1.07026
C -0.08720 3.70386 -0.12453
C -0.72807 4.19313 -1.24871
C -2.06880 4.53971 -1.18538
C -2.77453 4.36456 -0.00600
C -2.13144 3.89210 1.12334
C 1.65954 4.12191 3.54425
C 1.46784 4.77670 4.75701
C 2.53761 5.35257 5.41901
C 3.81246 5.25764 4.88270
C 4.01064 4.60235 3.67726
C 2.93745 4.04409 3.00265
H -0.92143 2.90114 3.85165
H 0.95379 3.42268 -0.17160
H -0.17978 4.32560 -2.17104
H -2.56525 4.97136 -2.04464
H -3.82231 4.62122 0.03561
H -2.66775 3.78505 2.05798
H 0.47345 4.81539 5.18578
H 2.38179 5.84439 6.36825
H 4.64678 5.68483 5.41712
H 5.01008 4.50998 3.28115
H 3.09558 3.51612 2.07179
C -2.71337 0.35668 0.32083
N -2.53330 0.65332 -1.07981
C -3.70047 1.01220 -1.85584
C -3.27947 1.89713 -3.01756
C -2.22828 1.16408 -3.82974
N -1.18371 0.63881 -2.97792
C 0.07430 0.37578 -3.63795
C -1.33473 0.38498 -1.66159
O -0.40763 -0.08692 -0.98450
H -3.45689 1.03170 0.74209
H -1.76829 0.49987 0.84643
H -3.04799 -0.67581 0.47281
H -4.39658 1.54652 -1.20704
H -4.20905 0.11291 -2.22634
H -2.85261 2.81577 -2.61826
H -4.13107 2.14740 -3.64860
H -1.76675 1.84767 -4.54781
H -2.69025 0.34021 -4.39111
H 0.60630 1.30700 -3.84621
H -0.10342 -0.15029 -4.57707
H 0.69704 -0.23643 -2.99289
O 4.97648 -0.40896 2.88776
C 3.98124 0.12353 3.28189
C 3.74782 0.69866 4.67788
C 2.31311 1.20430 4.63581
C 1.95474 0.99878 3.18640
O 0.84825 1.36781 2.63738
N 2.83868 0.33788 2.51693
H 4.46591 1.49573 4.86610
H 3.91678 -0.08771 5.41059
H 2.20143 2.24256 4.94454
H 1.63620 0.60014 5.24596
*
```

---

Record 3
Formula: C57H62AsBrF4N7O2Ta
Source: the Open Molecules 2025 dataset
Level of theory: wB97M-V/def2-TZVPD

Output
HOMO-LUMO gap ... 5.5 eV
HOMO level ... -12.18 eV
Molar mass ... 1288.94 g mol⁻¹
Electronic energy ... -217927.7133 eV
Strongest force on any atom ... 2.779 eV/Å

Structure (ORCA input):
```
! RIJCOSX wB97M-V def2-TZVPD def2/J DEFGRID3
* xyz 2 1
Ta -0.37780 -0.19138 -0.33793
C 0.75824 2.86618 2.80016
C -0.01405 1.61985 3.22002
N 0.30726 0.38678 2.47284
C -0.24435 -0.78554 3.18212
C 0.23559 -1.04167 4.61267
C 1.74299 0.32225 2.23447
C 2.21198 -0.89620 1.49150
N 1.41650 -1.27173 0.31181
C 1.89889 -2.42685 -0.30502
C 1.04147 -3.13328 -1.14907
F -0.19084 -2.60692 -1.28946
C 1.35315 -4.28214 -1.83261
F 0.44274 -4.82087 -2.64251
C 2.59161 -4.86428 -1.67050
C 3.47086 -4.22436 -0.82001
F 4.67689 -4.73998 -0.62178
C 3.16178 -3.04024 -0.16509
F 4.14242 -2.52216 0.57968
H 0.31848 3.72970 3.30060
H 0.72639 3.04065 1.72408
H 1.79796 2.81931 3.11838
H -1.08998 1.77385 3.11392
H 0.19153 1.46870 4.28228
H -0.01160 -1.66284 2.57933
H -1.33106 -0.66738 3.17849
H 1.32185 -1.13297 4.66426
H -0.19615 -1.98073 4.95923
H -0.08304 -0.26965 5.30951
H 2.31597 0.36487 3.17023
H 2.00572 1.19689 1.63715
H 2.25681 -1.75661 2.16694
H 3.23251 -0.66572 1.19652
H 2.87515 -5.77039 -2.18617
Br -8.55217 0.09095 -1.04909
C -7.81758 1.81050 -0.74976
C -6.94375 1.99536 0.31366
C -6.30201 3.20949 0.46404
C -6.54914 4.24469 -0.44013
C -7.52619 4.08554 -1.42208
C -8.14475 2.85895 -1.59498
N -5.87054 5.48436 -0.44248
N -4.64988 5.58907 -0.25934
C -3.76296 4.49245 -0.16617
C -2.90403 4.49416 0.93392
C -1.98223 3.48519 1.12642
C -1.97163 2.38484 0.27887
O -1.10524 1.33635 0.35958
C -2.88119 2.35685 -0.78395
N -3.20100 1.11737 -1.33026
C -3.71328 1.10102 -2.49561
C -3.63847 2.30085 -3.34879
C -4.08108 3.57947 -2.56100
C -3.63733 3.48213 -1.12695
H -6.75370 1.18819 1.00759
H -5.62538 3.36518 1.29396
H -7.75733 4.92017 -2.07138
H -8.87376 2.71887 -2.38106
H -2.95767 5.32330 1.62630
H -1.29467 3.55825 1.95068
H -4.27443 0.22857 -2.80980
H -4.21406 2.16879 -4.26247
H -5.11123 3.90042 -2.69412
O -1.64153 -2.02013 0.83028
C -2.05571 -3.18477 0.88206
C -3.45656 -3.51592 1.28205
C -3.36868 -3.89114 2.78818
C -2.32790 -4.94997 3.19794
C -0.85961 -4.47601 3.18598
C -0.20527 -4.46662 1.78771
N -1.24054 -4.26618 0.75922
H -3.83752 -4.35946 0.70240
H -4.11982 -2.66259 1.15496
H -4.35526 -4.24688 3.08598
H -3.17366 -2.97732 3.35606
H -2.44623 -5.86048 2.60141
H -2.56536 -5.23071 4.22422
H -0.27240 -5.12007 3.84121
H -0.82524 -3.46745 3.60825
H 0.27948 -5.41691 1.57243
H 0.54594 -3.68068 1.71754
H -1.77574 -5.11517 0.64836
C -2.82885 6.82538 -2.80330
C -2.22262 5.46230 -2.78220
C -2.99997 4.34879 -3.40356
C -2.26871 3.00708 -3.71759
C -1.90150 2.89387 -5.19721
C -1.00406 2.81318 -2.86115
As 0.08471 1.12395 -2.64595
N -0.96722 -0.31851 -2.23331
C -1.88333 -1.00964 -3.03692
C -2.04348 -0.72305 -4.39237
C -2.95638 -1.42686 -5.16142
C -3.74300 -2.41378 -4.59053
C -3.61919 -2.67809 -3.23126
C -2.70613 -1.98451 -2.46188
C 1.00085 0.72421 -4.39377
C 1.30319 1.74548 -5.30755
C 1.46663 3.19188 -4.92654
C 1.57132 1.39331 -6.62550
C 1.61330 0.07221 -7.04618
C 1.82950 -0.29313 -8.48338
C 1.51452 -0.91544 -6.07016
C 1.25259 -0.61367 -4.74496
C 1.32869 -1.72742 -3.74019
C -0.41939 3.86920 -2.25674
C 0.89326 3.80026 -1.51216
C -1.01896 5.19940 -2.26988
H -2.95180 7.16450 -3.83533
H -2.21364 7.54488 -2.26669
H -3.81946 6.81373 -2.34939
H -3.47097 4.71385 -4.32021
H -2.79607 2.94115 -5.81960
H -1.36637 1.97070 -5.41663
H -1.25597 3.73051 -5.46989
H -1.44764 0.06041 -4.84020
H -3.05715 -1.19213 -6.21306
H -4.45040 -2.96871 -5.19112
H -4.25286 -3.42288 -2.76698
H -2.65066 -2.16261 -1.39763
H 0.99356 3.41460 -3.97950
H 1.06806 3.85362 -5.69372
H 2.53390 3.40566 -4.83925
H 1.77759 2.18506 -7.33656
H 1.83887 0.58741 -9.12177
H 1.03977 -0.96463 -8.82228
H 2.77715 -0.81979 -8.60631
H 1.66812 -1.95247 -6.34844
H 2.08536 -2.44443 -4.05737
H 0.38610 -2.26812 -3.65639
H 1.62135 -1.33767 -2.76593
H 1.55017 3.01284 -1.87958
H 0.70899 3.63689 -0.44642
H 1.42557 4.74556 -1.60734
H -0.43870 6.00140 -1.82784
*
```